1.
This record from the OMol25 dataset describes C31H58Cl12O17 as an isolated structure. The level of theory is ωB97M-V/def2-TZVPD.

Electronic energy = -218084.221 eV
Charge = 0

Each line ends with the Mulliken charge.
Positions of all 118 atoms, in Å:
Cl1 -1.673 -3.153 -0.714  -0.13
Cl2 -1.787 -1.142 2.901  -0.20
Cl3 -1.079 1.104 4.831  -0.32
Cl4 -1.026 5.347 -2.613  -0.18
Cl5 3.443 -0.992 -3.986  -0.21
Cl6 -2.518 -0.633 -1.907  -0.53
Cl7 -1.228 3.008 -4.320  -0.15
Cl8 -1.066 -2.593 -3.459  -0.32
Cl9 -0.027 0.968 2.052  0.49
Cl10 4.667 1.035 -2.323  -0.22
Cl11 -1.878 2.763 -1.544  -0.28
Cl12 2.045 -0.290 -1.536  0.86
O1 0.192 1.861 -1.710  -0.68
O2 2.322 -2.371 4.463  -0.39
O3 -3.669 -2.597 2.076  -0.63
O4 0.714 -0.928 -2.572  0.02
O5 -3.910 2.999 0.236  -0.38
O6 -0.793 -1.346 0.169  0.42
O7 3.472 -2.563 -2.596  -0.62
O8 -1.020 4.800 2.804  -0.23
O9 2.735 -2.107 2.328  -0.36
O10 -2.602 3.125 1.978  -0.07
O11 -2.869 1.092 1.017  0.20
O12 1.081 4.787 2.053  -0.66
O13 1.525 -0.492 3.340  -0.44
O14 0.741 -2.750 1.303  -0.02
O15 2.103 -3.474 -1.041  -0.39
O16 -0.432 3.170 1.446  0.20
O17 4.172 -4.287 -1.099  -0.38
C1 -0.406 -0.195 -0.004  2.86
C2 3.273 -3.328 -1.666  0.35
C3 2.412 2.677 -1.259  -1.53
C4 -1.249 -1.880 -1.819  1.41
C5 -0.598 0.040 3.435  2.28
C6 0.383 -0.354 -4.879  -1.49
C7 -3.317 -0.460 0.845  -1.19
C8 2.685 -1.582 0.983  0.31
C9 -3.700 -1.954 0.980  1.29
C10 -0.338 -3.343 1.449  0.30
C11 5.542 -4.235 -1.469  -0.76
C12 -0.028 4.274 2.099  0.46
C13 -0.241 -4.810 1.613  -1.81
C14 3.678 -0.417 -2.311  0.30
C15 2.145 -1.519 3.423  0.88
C16 -3.116 2.299 1.097  0.61
C17 1.075 0.193 0.048  0.51
C18 0.961 -2.669 -1.232  -0.36
C19 -0.923 0.723 -2.869  0.61
C20 -4.574 2.293 -0.796  -0.49
C21 -0.850 5.968 3.623  -0.92
C22 -4.059 -2.648 -0.373  -1.84
C23 -1.390 0.954 -0.250  -3.59
C24 1.701 1.845 -3.620  -1.62
C25 -1.634 -2.637 1.461  -2.09
C26 -0.892 3.616 -2.737  1.67
C27 1.851 -2.016 5.706  -0.67
C28 0.122 -0.229 -3.378  0.24
C29 1.347 2.030 -2.141  0.59
C30 -1.862 2.631 3.068  -1.53
C31 0.469 2.423 0.619  -1.51
H1 3.359 2.575 -1.789  0.77
H2 1.373 0.872 0.847  -0.34
H3 -5.118 1.431 -0.408  0.33
H4 -3.937 -0.077 0.034  0.18
H5 -1.070 1.839 -0.799  0.76
H6 2.167 -1.011 5.988  0.30
H7 -1.233 1.799 2.752  -0.99
H8 1.915 -2.119 0.429  -0.37
H9 -0.268 -1.529 -1.498  -2.32
H10 -0.580 1.688 -3.243  -1.85
H11 0.825 3.088 -0.168  0.28
H12 0.745 -2.506 -2.288  2.20
H13 6.054 -3.769 -0.627  0.28
H14 -2.407 -3.259 1.010  0.74
H15 -1.703 1.320 0.728  1.95
H16 -1.042 -5.349 1.108  0.39
H17 -2.240 0.538 -0.791  1.08
H18 3.649 -1.551 0.475  0.48
H19 6.001 -5.222 -1.524  0.29
H20 4.228 -1.196 -1.784  0.35
H21 0.771 -1.921 5.586  0.29
H22 -0.464 -0.801 -5.399  0.51
H23 -2.519 2.402 3.907  0.57
H24 -0.809 0.641 -1.788  1.29
H25 1.722 -0.663 0.243  0.03
H26 2.326 -0.553 0.971  -0.40
H27 0.912 1.466 -4.269  -0.47
H28 -1.558 -1.694 0.919  -0.56
H29 0.247 -0.523 3.830  -0.93
H30 -1.184 3.422 3.390  1.24
H31 1.338 2.123 1.204  1.36
H32 2.386 2.222 -0.269  0.18
H33 -1.175 6.828 3.037  0.27
H34 0.928 -1.742 -0.660  -2.50
H35 5.738 -3.679 -2.386  0.33
H36 -0.091 -5.063 2.662  0.35
H37 0.690 -5.066 1.106  0.36
H38 2.116 -2.658 6.545  0.26
H39 -2.257 -0.396 0.596  -0.17
H40 0.136 6.092 4.072  0.35
H41 -1.882 -2.394 2.494  0.42
H42 0.090 -3.242 -0.911  0.65
H43 1.375 0.622 -0.908  -0.65
H44 2.144 3.729 -1.166  0.26
H45 0.169 3.413 -2.591  -0.91
H46 2.541 1.169 -3.777  0.84
H47 -3.876 -1.925 -1.167  0.67
H48 -1.902 0.402 -3.226  1.25
H49 -0.036 1.542 0.222  -2.06
H50 1.222 -1.014 -5.101  0.33
H51 1.946 2.833 -4.011  0.60
H52 -3.331 0.144 1.752  1.62
H53 0.639 0.619 -5.299  0.35
H54 -1.537 5.840 4.459  0.37
H55 -5.315 2.836 -1.382  0.36
H56 -3.422 -3.525 -0.489  0.71
H57 -5.094 -2.986 -0.407  0.58
H58 -3.807 1.907 -1.468  0.05


2.
This record from the OMol25 dataset describes C26H37EuN2O4P2 as an isolated structure. The level of theory is ωB97M-V/def2-TZVPD.

ΔE to the lowest compared entry with this formula, charge and spin = 85.6 kcal per mole
Charge = +1
Spin multiplicity = 8

Each line ends with the Löwdin spin population.
Positions of all 72 atoms, in Å:
Eu1 0.170 0.748 -1.195  7.03
P1 2.459 -1.069 -1.063  -0.01
P2 -2.524 0.972 -2.355  0.00
O1 0.026 3.352 -1.455  0.00
O2 1.921 1.842 -2.923  0.00
O3 -0.651 -0.166 0.819  -0.01
O4 -0.760 2.122 0.689  0.00
N1 -0.852 -1.082 3.500  0.00
N2 -0.150 -0.762 -3.141  -0.01
C1 1.104 -2.309 2.981  0.00
C2 -1.286 -1.232 -3.710  0.00
C3 0.772 1.333 4.069  0.00
C4 3.577 1.191 3.250  0.00
C5 1.082 -1.291 -3.529  0.00
C6 3.260 -1.255 2.882  0.00
C7 2.255 -2.856 -0.871  0.00
C8 4.208 -0.746 -0.712  0.00
C9 -3.760 0.897 4.515  0.00
C10 -0.031 -2.684 -5.154  0.00
C11 -3.703 1.987 3.640  0.00
C12 -1.812 1.010 2.480  0.00
C13 -1.810 -0.065 3.442  0.00
C14 -2.747 2.039 2.627  0.00
C15 2.281 -0.961 -2.827  0.00
C16 -4.102 0.930 -1.441  0.00
C17 0.524 -1.074 3.315  0.00
C18 1.329 0.064 3.525  0.00
C19 2.695 -0.029 3.215  0.00
C20 1.141 -2.202 -4.607  0.00
C21 -2.831 -0.133 4.399  0.00
C22 -1.010 0.920 1.314  0.00
C23 -1.271 -2.212 -4.703  0.00
C24 2.472 -2.406 2.778  0.00
C25 -2.614 -0.696 -3.205  0.00
C26 -2.956 2.045 -3.771  0.00
H1 -2.714 2.872 1.915  0.00
H2 2.049 -3.068 0.173  0.00
H3 -4.432 2.795 3.732  0.00
H4 -3.060 -1.385 -2.454  0.00
H5 -3.931 1.755 -4.188  0.00
H6 0.456 -3.186 2.880  0.00
H7 -2.214 -2.572 -5.114  0.00
H8 4.344 -1.317 2.718  0.00
H9 2.931 -3.370 2.543  0.00
H10 -0.054 1.167 4.764  0.00
H11 -3.340 -0.596 -4.040  0.00
H12 0.818 3.162 -1.965  0.00
H13 3.660 1.614 4.259  0.00
H14 1.662 2.092 -3.841  0.00
H15 -4.945 1.214 -2.088  0.00
H16 4.589 0.930 2.920  0.00
H17 3.180 -3.341 -1.196  0.00
H18 2.191 0.925 -3.094  0.00
H19 0.416 1.993 3.266  0.00
H20 -2.186 1.961 -4.554  0.00
H21 1.422 -3.203 -1.495  0.00
H22 -2.864 -0.991 5.081  0.00
H23 -4.275 -0.075 -1.030  0.00
H24 3.212 -0.879 -3.399  0.00
H25 4.545 0.165 -1.222  0.00
H26 1.546 1.887 4.611  0.00
H27 -4.524 0.838 5.287  0.00
H28 -0.306 2.435 -0.029  0.00
H29 -3.005 3.092 -3.432  0.00
H30 0.018 -3.444 -5.931  0.00
H31 -1.247 -1.990 3.735  0.00
H32 -4.030 1.641 -0.604  0.00
H33 -0.787 3.425 -1.999  0.00
H34 4.804 -1.605 -1.040  0.00
H35 3.202 1.981 2.586  0.00
H36 4.321 -0.609 0.368  0.00
H37 2.144 -2.538 -4.899  0.00


3.
This record from the OMol25 dataset describes C25H48EuOP4 as an isolated structure. The level of theory is ωB97M-V/def2-TZVPD.

Electronic energy = -85209.405 eV
Charge = +3
Spin multiplicity = 7

Each line ends with the Löwdin spin population.
Positions of all 79 atoms, in Å:
Eu1 -0.041 -0.339 -0.624  6.25
P1 -0.777 2.076 -2.116  -0.01
P2 1.127 1.214 1.838  -0.07
P3 2.869 -0.688 -0.685  -0.04
P4 -2.378 0.257 0.949  -0.02
O1 -0.732 -1.660 -2.370  -0.01
C1 2.968 -1.422 -2.364  -0.01
C2 0.385 -3.536 3.198  0.00
C3 -2.788 1.917 1.611  0.00
C4 -1.542 -2.538 -4.470  0.00
C5 -4.001 -0.236 0.260  0.00
C6 -1.764 3.556 -1.695  0.00
C7 -1.119 3.211 5.392  -0.01
C8 -1.377 -3.450 -5.518  0.00
C9 2.328 0.181 2.769  -0.01
C10 -0.408 -4.460 -5.425  0.00
C11 -0.811 1.846 5.434  0.00
C12 -1.889 1.339 -3.391  0.00
C13 -0.111 1.248 4.388  -0.01
C14 -0.695 3.984 4.302  0.00
C15 0.416 2.942 -3.205  0.00
C16 3.512 -2.083 0.336  0.00
C17 4.360 0.378 -0.737  -0.01
C18 -0.720 -2.668 -3.347  0.00
C19 0.289 2.014 3.272  -0.01
C20 -2.341 -0.747 2.479  0.00
C21 -0.421 -4.289 2.427  0.00
C22 0.363 -4.595 -4.262  0.00
C23 0.190 -3.708 -3.189  0.00
C24 0.009 3.395 3.254  -0.01
C25 2.230 2.593 1.310  -0.01
H1 -1.262 -0.881 -2.673  0.00
H2 -1.924 4.129 -2.617  0.00
H3 5.131 -0.124 -1.337  0.00
H4 3.052 2.215 0.684  0.00
H5 -3.369 -1.006 2.762  0.00
H6 -1.662 3.678 6.212  0.00
H7 3.303 0.144 2.267  0.00
H8 -0.016 -2.851 3.956  0.00
H9 -4.004 -1.321 0.088  0.00
H10 2.542 -0.731 -3.107  0.00
H11 -0.261 -5.148 -6.260  0.00
H12 4.080 -2.775 -0.299  0.00
H13 -2.176 2.174 -4.042  0.00
H14 -2.472 2.682 0.887  0.00
H15 0.135 0.181 4.451  0.00
H16 -2.252 2.097 2.551  0.00
H17 0.772 -3.783 -2.267  0.00
H18 1.476 -3.573 3.081  0.00
H19 -1.210 4.187 -0.990  0.00
H20 2.670 -2.621 0.799  0.00
H21 1.092 3.545 -2.584  0.00
H22 1.118 -5.382 -4.188  0.00
H23 2.421 -2.373 -2.434  0.00
H24 4.745 0.572 0.272  0.00
H25 -3.874 1.982 1.766  0.00
H26 1.646 3.316 0.723  0.00
H27 1.014 2.235 -3.795  0.00
H28 -2.799 0.927 -2.930  0.00
H29 -1.125 1.243 6.289  0.00
H30 4.106 1.335 -1.211  0.00
H31 4.159 -1.704 1.138  0.00
H32 4.028 -1.585 -2.581  0.00
H33 -1.509 -4.311 2.573  0.00
H34 -1.999 -3.358 -6.412  0.00
H35 -0.916 5.053 4.267  0.00
H36 1.931 -0.837 2.868  0.00
H37 -4.156 0.274 -0.701  0.00
H38 -1.412 0.565 -4.008  0.00
H39 2.462 0.611 3.768  0.00
H40 -1.766 -1.670 2.314  0.00
H41 -2.266 -1.725 -4.519  0.00
H42 0.338 4.016 2.416  0.00
H43 2.636 3.090 2.203  0.00
H44 -0.018 -4.978 1.676  0.00
H45 -1.861 -0.188 3.292  0.00
H46 -2.732 3.299 -1.256  0.00
H47 -4.801 0.036 0.964  0.00
H48 -0.144 3.606 -3.875  0.00


4.
This record from the OMol25 dataset describes a 2-piece molecular cluster, C11H25BClNO6P overall. The level of theory is ωB97M-V/def2-TZVPD.

Electronic energy = -48077.111 eV
Charge = -1

Each line ends with the natural charge from an NBO analysis.
Positions of all 46 atoms, in Å:
Cl1 -2.250 0.415 -3.159  -0.17
P1 -3.825 0.425 2.765  2.40
O1 -5.242 -0.061 2.725  -1.08
O2 2.325 1.623 -0.458  -0.73
O3 -2.851 -0.528 3.640  -0.82
O4 -3.218 -0.236 1.374  -0.70
O5 2.453 1.161 -2.723  -0.72
O6 -3.988 1.559 4.012  -0.72
N1 3.533 -2.800 -2.853  -0.67
C1 -3.789 0.245 0.142  -0.27
C2 -0.746 -1.313 -1.573  -0.64
C3 3.774 -1.824 -2.078  0.35
C4 -3.358 -1.096 4.839  -0.25
C5 -0.621 -0.044 -2.436  -0.12
C6 -3.172 2.740 3.906  -0.27
C7 3.663 1.197 -0.624  -0.09
C8 3.697 0.823 -2.181  0.09
C9 -0.021 1.155 -1.664  -0.70
C10 3.516 -2.081 -0.601  -0.69
C11 4.338 -0.511 -2.655  -0.50
B1 1.580 0.921 -1.521  0.63
H1 4.153 -0.553 -3.740  0.21
H2 0.095 -0.302 -3.227  0.22
H3 -0.281 2.062 -2.232  0.21
H4 4.022 0.462 0.109  0.15
H5 -1.182 -1.110 -0.588  0.20
H6 -3.429 3.298 3.004  0.18
H7 -1.301 -2.095 -2.110  0.20
H8 -4.446 -1.169 4.821  0.20
H9 -0.462 1.157 -0.653  0.20
H10 -3.043 -0.492 5.692  0.17
H11 -4.742 -0.249 -0.044  0.19
H12 -2.112 2.476 3.884  0.18
H13 2.948 -3.018 -0.521  0.22
H14 1.750 -0.278 -1.326  -0.19
H15 -2.943 -2.098 4.936  0.19
H16 -3.935 1.325 0.172  0.17
H17 3.765 -2.540 -3.813  0.31
H18 2.923 -1.310 -0.114  0.25
H19 0.275 -1.690 -1.444  0.25
H20 4.417 1.571 -2.581  0.15
H21 -3.366 3.368 4.773  0.19
H22 4.490 -2.259 -0.116  0.20
H23 5.434 -0.458 -2.552  0.21
H24 4.270 2.116 -0.542  0.15
H25 -3.099 0.015 -0.665  0.22


> Look up the charge of the second one.

+1


What did the second record say?
This record from the OMol25 dataset describes C26H37EuN2O4P2 as an isolated structure. The level of theory is ωB97M-V/def2-TZVPD.

ΔE to the lowest compared entry with this formula, charge and spin = 85.6 kcal per mole
Charge = +1
Spin multiplicity = 8

Each line ends with the Löwdin spin population.
Positions of all 72 atoms, in Å:
Eu1 0.170 0.748 -1.195  7.03
P1 2.459 -1.069 -1.063  -0.01
P2 -2.524 0.972 -2.355  0.00
O1 0.026 3.352 -1.455  0.00
O2 1.921 1.842 -2.923  0.00
O3 -0.651 -0.166 0.819  -0.01
O4 -0.760 2.122 0.689  0.00
N1 -0.852 -1.082 3.500  0.00
N2 -0.150 -0.762 -3.141  -0.01
C1 1.104 -2.309 2.981  0.00
C2 -1.286 -1.232 -3.710  0.00
C3 0.772 1.333 4.069  0.00
C4 3.577 1.191 3.250  0.00
C5 1.082 -1.291 -3.529  0.00
C6 3.260 -1.255 2.882  0.00
C7 2.255 -2.856 -0.871  0.00
C8 4.208 -0.746 -0.712  0.00
C9 -3.760 0.897 4.515  0.00
C10 -0.031 -2.684 -5.154  0.00
C11 -3.703 1.987 3.640  0.00
C12 -1.812 1.010 2.480  0.00
C13 -1.810 -0.065 3.442  0.00
C14 -2.747 2.039 2.627  0.00
C15 2.281 -0.961 -2.827  0.00
C16 -4.102 0.930 -1.441  0.00
C17 0.524 -1.074 3.315  0.00
C18 1.329 0.064 3.525  0.00
C19 2.695 -0.029 3.215  0.00
C20 1.141 -2.202 -4.607  0.00
C21 -2.831 -0.133 4.399  0.00
C22 -1.010 0.920 1.314  0.00
C23 -1.271 -2.212 -4.703  0.00
C24 2.472 -2.406 2.778  0.00
C25 -2.614 -0.696 -3.205  0.00
C26 -2.956 2.045 -3.771  0.00
H1 -2.714 2.872 1.915  0.00
H2 2.049 -3.068 0.173  0.00
H3 -4.432 2.795 3.732  0.00
H4 -3.060 -1.385 -2.454  0.00
H5 -3.931 1.755 -4.188  0.00
H6 0.456 -3.186 2.880  0.00
H7 -2.214 -2.572 -5.114  0.00
H8 4.344 -1.317 2.718  0.00
H9 2.931 -3.370 2.543  0.00
H10 -0.054 1.167 4.764  0.00
H11 -3.340 -0.596 -4.040  0.00
H12 0.818 3.162 -1.965  0.00
H13 3.660 1.614 4.259  0.00
H14 1.662 2.092 -3.841  0.00
H15 -4.945 1.214 -2.088  0.00
H16 4.589 0.930 2.920  0.00
H17 3.180 -3.341 -1.196  0.00
H18 2.191 0.925 -3.094  0.00
H19 0.416 1.993 3.266  0.00
H20 -2.186 1.961 -4.554  0.00
H21 1.422 -3.203 -1.495  0.00
H22 -2.864 -0.991 5.081  0.00
H23 -4.275 -0.075 -1.030  0.00
H24 3.212 -0.879 -3.399  0.00
H25 4.545 0.165 -1.222  0.00
H26 1.546 1.887 4.611  0.00
H27 -4.524 0.838 5.287  0.00
H28 -0.306 2.435 -0.029  0.00
H29 -3.005 3.092 -3.432  0.00
H30 0.018 -3.444 -5.931  0.00
H31 -1.247 -1.990 3.735  0.00
H32 -4.030 1.641 -0.604  0.00
H33 -0.787 3.425 -1.999  0.00
H34 4.804 -1.605 -1.040  0.00
H35 3.202 1.981 2.586  0.00
H36 4.321 -0.609 0.368  0.00
H37 2.144 -2.538 -4.899  0.00